Formula: C4H11NO
Source: the OMol25 dataset
Level of theory: ωB97M-V/def2-TZVPD

```
17
Properties=species:S:1:pos:R:3:nbo_charge:R:1
C 0.08108 -1.42509 1.50061 -0.606
C 0.87011 -0.28981 0.81075 -0.402
C 0.96989 -0.49117 -0.71330 -0.251
C 0.27970 1.40924 -1.99918 -0.048
N 0.03311 0.45151 -1.22677 -0.415
H -0.71940 -1.85328 0.88227 0.204
H 0.79189 -2.30080 1.62366 0.198
H -0.23928 -1.10643 2.50081 0.215
H 1.80353 -0.24596 1.35173 0.207
H 0.41218 0.65259 1.11905 0.203
H 0.50992 -1.55063 -0.83755 0.197
H 1.96261 -0.57699 -1.08399 0.188
H 1.19583 1.83823 -2.47377 0.143
H -0.49976 2.07775 -2.46167 0.166
H -2.89110 0.47381 0.28291 0.468
H -1.80245 1.51333 0.34518 0.473
O -2.75785 1.42371 0.37929 -0.941
```

## Properties
energy relative to the best compared isomer or geometry (same formula, charge and spin)	214.0	kJ/mol
highest occupied orbital energy	-9.7	eV
multiplicity	1
HOMO-LUMO gap	0.3935	hartree
calculated total energy	-288.93551	Ha

=====

Formula: C29H73F2N4O21S2
Source: the OMol25 dataset
Level of theory: ωB97M-V/def2-TZVPD

```
131
Properties=species:S:1:pos:R:3:lowdin_charge:R:1
C -1.98569 1.41213 3.64909 -0.031
C -3.58710 1.47050 3.63646 -0.272
C -4.30542 2.42296 4.74073 -0.035
N -4.40717 0.79561 2.82549 0.071
C -4.17430 1.09463 1.37687 -0.310
C -3.80447 2.64260 1.12915 -0.004
C -4.01157 3.16008 -0.37630 -0.324
O -5.09023 3.66601 -0.80284 0.038
N -2.87123 3.09968 -1.34562 -0.201
C -2.04462 4.34759 -1.25554 -0.086
C -3.41425 2.96535 -2.73643 -0.090
C -5.70825 1.02782 0.79311 0.000
C -5.71436 0.01093 -0.46685 -0.384
O -6.14313 0.60945 -1.71430 -0.005
C -6.25614 -1.47470 -0.13483 0.014
C -6.57679 -2.29684 -1.50289 -0.263
O -7.60532 -3.02231 -1.45981 0.108
F -5.74859 -2.23782 -2.66753 0.038
C -4.11913 -0.17912 -0.64276 -0.006
N -3.35896 0.01557 0.63435 -0.101
F -2.19736 0.72505 0.38086 0.056
C -3.08977 -1.21583 1.45904 -0.068
C -2.43608 -2.43565 0.61891 -0.192
C -0.97692 -2.10681 0.03981 -0.473
S -0.15596 -3.50900 -0.85317 0.888
C 1.67690 -3.37758 -0.80411 -1.005
S 2.54969 -4.52183 -1.70318 0.674
N 2.48123 -2.39042 -0.03611 -0.143
C 2.39287 -1.00442 -0.56370 -0.176
C 1.43377 0.12164 -0.08048 -0.024
C 1.44341 1.54459 -0.77586 -0.057
C 2.37312 1.89365 -1.98693 -0.061
C 3.34015 0.77370 -2.48077 -0.044
C 3.34749 -0.63074 -1.78327 0.031
C 2.28346 -2.48232 1.42006 -0.166
C 2.84113 -1.40994 2.45149 -0.001
C 2.64841 -1.50368 3.99217 -0.051
C 1.90705 -2.72548 4.64212 -0.073
C 1.36004 -3.81348 3.67091 -0.077
C 1.52779 -3.70000 2.09863 -0.050
H -1.50166 1.69146 2.63722 0.083
H -1.59165 0.42254 4.07808 0.104
H -1.62939 2.23976 4.39559 0.075
H -4.25147 1.98280 5.79796 0.094
H -5.43184 2.53168 4.49641 0.090
H -3.85821 3.49226 4.73713 0.104
H -2.75150 2.95035 1.46204 0.121
H -4.53330 3.26617 1.78188 0.159
H -2.56547 5.20203 -1.84050 0.108
H -1.00191 4.21308 -1.72273 0.098
H -1.89105 4.71714 -0.17815 0.101
H -2.59992 2.59483 -3.46395 0.114
H -4.22252 2.13274 -2.73000 0.089
H -3.84983 3.97518 -3.10071 0.107
H -6.29568 2.00801 0.73342 0.147
H -6.28567 0.43180 1.59113 0.126
H -7.05537 0.94585 -1.51739 0.141
H -5.48401 -2.13142 0.42340 0.128
H -7.21357 -1.35904 0.47803 0.146
H -3.60260 0.59076 -1.34444 0.159
H -3.99571 -1.14204 -1.24681 0.133
H -4.03292 -1.64706 1.96111 0.158
H -2.34164 -0.98403 2.30803 0.145
H -2.30165 -3.29772 1.38655 0.142
H -3.18071 -2.83482 -0.17541 0.107
H -1.02663 -1.20251 -0.68657 0.088
H -0.30993 -1.86409 0.96001 0.075
H 0.71428 -0.06676 0.78310 0.080
H 0.72918 2.38794 -0.43392 0.082
H 2.40127 2.89205 -2.53530 0.092
H 4.06843 0.88592 -3.36867 0.107
H 4.05481 -1.44518 -2.19490 0.094
H 3.40450 -0.49182 2.03291 0.079
H 3.03005 -0.69987 4.72675 0.101
H 1.74834 -2.88731 5.75854 0.089
H 0.82919 -4.74312 4.10997 0.098
H 1.09211 -4.58136 1.50659 0.080
O 6.83032 -1.62791 -2.30918 -0.059
H 6.37593 -2.40949 -1.96792 0.015
H 7.30680 -1.95262 -3.08454 0.056
O -6.47310 6.50297 -1.82548 -0.041
H -5.89404 5.75237 -1.63574 0.029
H -6.33921 7.09767 -1.07611 0.072
O -8.52416 4.92276 -3.12632 -0.054
H -8.03667 5.67264 -2.75553 0.011
H -8.32625 4.19462 -2.52598 0.038
O -2.65503 -3.30302 -3.04003 -0.072
H -3.52234 -2.98473 -2.75900 -0.005
H -2.83069 -3.74447 -3.88114 0.055
O 0.06921 3.47746 5.50508 -0.080
H 0.11847 3.38606 6.46430 0.039
H 0.75528 4.12863 5.29740 0.007
O 6.68715 -2.94762 0.25741 -0.061
H 7.41951 -2.59047 0.78123 0.031
H 5.89792 -2.66281 0.73499 0.030
O 3.85765 -6.35128 2.27443 -0.055
H 3.64696 -5.93456 1.42877 0.022
H 3.40041 -5.80239 2.92544 0.014
O 7.35263 -0.00087 0.06166 -0.066
H 7.43106 0.92877 -0.18716 0.038
H 7.23638 -0.46138 -0.78427 -0.005
O 5.82824 -3.82028 3.64832 -0.059
H 5.78594 -4.73981 3.35265 0.029
H 5.09121 -3.39397 3.19178 0.001
O -5.07011 7.62678 -4.42024 -0.069
H -5.46454 7.43879 -3.55851 -0.011
H -5.58529 7.08716 -5.03622 0.015
O 9.81345 -3.05580 0.59282 -0.055
H 9.48171 -3.91897 0.31388 0.041
H 9.83106 -2.53665 -0.22296 0.032
O 5.46294 -4.02384 -4.05063 -0.064
H 5.06619 -4.22790 -3.19437 0.004
H 4.96731 -4.56965 -4.67706 0.057
O -7.56448 5.72014 -5.88000 -0.062
H -7.96648 5.52906 -5.02039 -0.006
H -8.07279 5.18414 -6.50057 0.041
O 4.05710 1.37718 1.14995 -0.072
H 4.13240 2.30616 0.89954 0.049
H 3.94283 0.91637 0.30701 -0.009
O 8.47878 -4.80334 -4.41173 -0.065
H 7.60661 -4.49597 -4.12816 -0.016
H 8.30998 -5.23280 -5.25976 0.037
O 2.69647 4.44077 5.82925 -0.051
H 3.28368 3.69526 6.00848 0.059
H 2.82346 5.02567 6.58754 0.058
O 10.34844 0.28107 -0.98985 -0.061
H 11.07936 0.63399 -0.46711 0.041
H 9.55818 0.56911 -0.51223 0.002
O 6.10943 -6.65448 -4.79822 -0.065
H 6.70362 -7.39254 -4.61171 0.055
H 6.22384 -6.06591 -4.04167 0.002
```

## Properties
charge	+1
highest occupied orbital energy	-10.5	eV
multiplicity	1
HOMO-LUMO gap	0.2518	hartree
calculated total energy	-3943.10494	Ha

=====

Formula: C6H11N3
Source: the OMol25 dataset
Level of theory: ωB97M-V/def2-TZVPD

```
20
Properties=species:S:1:pos:R:3:nbo_charge:R:1
C -1.65508 0.74866 0.09265 -0.392
C -1.64082 -0.74181 -0.01719 -0.379
C -0.24261 1.40476 0.53161 -0.404
C -0.27094 -1.31761 0.48338 -0.432
C 0.82394 0.77150 -0.32224 -0.126
C 0.83411 -0.75245 -0.22142 -0.082
N 2.93383 -0.06722 -0.38427 -0.310
N 2.11249 0.73329 0.31395 -0.123
N 2.12431 -0.70868 0.48322 -0.126
H -1.63773 1.15235 -0.93091 0.187
H -2.44283 1.06455 0.63395 0.207
H -2.44923 -1.11661 0.54587 0.213
H -1.77380 -0.99279 -1.19556 0.186
H -0.55564 2.42314 0.35621 0.227
H 0.04846 1.14894 1.60809 0.210
H -0.17439 -0.99775 1.59039 0.218
H -0.46175 -2.42021 0.36459 0.229
H 0.68295 1.14953 -1.29095 0.196
H 1.00431 -1.23591 -1.22702 0.183
H 2.74040 -0.24566 -1.41437 0.319
```

## Properties
energy relative to the best compared isomer or geometry (same formula, charge and spin)	571.9	kJ/mol
highest occupied orbital energy	-8.9	eV
multiplicity	1
HOMO-LUMO gap	0.3579	hartree
calculated total energy	-399.27741	Ha

=====

Formula: C6H12
Source: the OMol25 dataset
Level of theory: ωB97M-V/def2-TZVPD

```
18
Properties=species:S:1:pos:R:3:nbo_charge:R:1
C -2.07341 0.30094 0.54507 -0.610
C -1.32012 -1.02308 0.66101 -0.394
C 0.20095 -0.87920 0.58449 -0.483
C 0.75159 -0.53033 -0.78641 -0.115
C 2.10749 0.06947 -0.68816 -0.473
C 1.18850 1.27349 -0.74987 -0.524
H -1.94460 0.75686 -0.44381 0.200
H -1.72882 1.02222 1.29748 0.197
H -3.14866 0.15462 0.69382 0.214
H -1.58462 -1.50181 1.61283 0.197
H -1.64376 -1.69995 -0.13878 0.208
H 0.65500 -1.86663 0.76480 0.237
H 0.56650 -0.23427 1.40771 0.175
H 0.16382 0.73428 -1.06952 0.288
H 2.63631 -0.01455 0.26610 0.200
H 2.77603 -0.04770 -1.54106 0.213
H 1.31547 1.90281 -1.63029 0.243
H 1.04894 1.81178 0.18596 0.227
```

## Properties
energy relative to the best compared isomer or geometry (same formula, charge and spin)	383.1	kJ/mol
highest occupied orbital energy	-8.0	eV
multiplicity	1
HOMO-LUMO gap	0.3371	hartree
calculated total energy	-235.67231	Ha